# 1
ORCA calculation (ωB97M-V/def2-TZVPD) on a 2-piece molecular cluster, C6H11BrO3 overall.

E_HOMO (eV): -10.0
Structure (SMILES): CC(=O)[C@H](C)Br.CC(=O)O

Each line ends with the Löwdin charge.
Geometry (Å):
Br (-3.233, 0.074, -0.561)  0.72
O (1.472, -0.226, 0.505)  0.07
O (-0.885, -1.734, 1.103)  0.05
O (1.069, -2.055, -0.708)  0.11
C (-0.786, 1.567, -0.430)  -0.14
C (-1.084, -0.541, 1.036)  -0.55
C (1.629, -0.875, -0.503)  -0.59
C (-1.264, 0.136, -0.312)  -0.65
C (2.459, -0.416, -1.671)  0.03
C (-1.220, 0.328, 2.244)  -0.01
H (-0.284, 0.877, 2.350)  0.10
H (2.676, -1.246, -2.335)  0.08
H (-1.358, -0.294, 3.126)  0.10
H (0.448, -2.284, 0.025)  0.10
H (3.376, 0.043, -1.311)  0.09
H (-0.934, 1.928, -1.447)  0.08
H (-2.038, 1.039, 2.151)  0.08
H (0.274, 1.607, -0.186)  0.07
H (-1.326, 2.224, 0.247)  0.07
H (-0.878, -0.494, -1.114)  0.09
H (1.890, 0.343, -2.210)  0.09

=====

# 2
ORCA calculation (ωB97M-V/def2-TZVPD) on a 8-piece molecular cluster, C14H45NO13 overall in a non-equilibrium geometry.

E_HOMO (eV): -8.9
Structure (SMILES): COCCNCCOC.OCCO.OCCO.OCCO.OCCO.O.O.O

Each line ends with the Löwdin charge.
Geometry (Å):
O (-5.876, 0.612, 1.361)  -0.05
O (2.382, 3.211, -4.370)  -0.05
O (-5.986, 3.390, 0.306)  -0.08
O (2.363, 1.278, 4.798)  -0.10
O (0.526, -6.878, -1.149)  -0.06
O (3.422, -2.424, -1.655)  -0.19
O (-2.205, 3.404, -4.385)  -0.05
O (-0.133, -3.958, -1.717)  -0.08
O (-0.148, 5.293, -1.055)  -0.08
O (-0.114, -4.131, 1.508)  -0.19
O (-2.248, 5.465, 0.724)  -0.08
O (1.012, 1.760, 2.071)  -0.06
O (-0.342, 0.779, -2.133)  -0.05
N (2.377, -2.293, 1.051)  -0.06
C (-1.465, -4.232, 1.837)  -0.12
C (-5.599, 2.178, -0.397)  -0.20
C (1.586, 2.446, 4.374)  -0.19
C (-0.449, 6.565, -0.442)  -0.21
C (3.576, -1.902, -2.887)  -0.17
C (-4.902, 1.135, 0.552)  -0.27
C (3.766, -2.112, 0.786)  -0.25
C (0.624, -3.364, 2.418)  -0.24
C (2.121, -3.246, 2.192)  -0.14
C (-1.986, 6.586, -0.134)  -0.23
C (0.236, -5.015, -2.647)  -0.20
C (1.229, -6.020, -2.012)  -0.25
C (4.008, -1.596, -0.630)  -0.19
C (0.488, 2.173, 3.277)  -0.26
H (-0.225, 4.635, -0.361)  0.07
H (-6.941, 3.425, 0.218)  0.07
H (3.531, -0.617, -0.575)  0.12
H (3.192, 1.312, 4.316)  0.07
H (4.302, -1.458, 1.473)  0.12
H (0.055, 3.153, 3.078)  0.12
H (-4.965, 2.412, -1.252)  0.10
H (-2.525, 6.401, -1.064)  0.11
H (3.196, -0.881, -2.917)  0.09
H (-3.184, 5.269, 0.633)  0.08
H (-4.112, 1.531, 1.189)  0.11
H (-6.488, 1.757, -0.865)  0.11
H (0.473, -3.728, 3.434)  0.11
H (-5.873, -0.345, 1.277)  0.09
H (-1.996, 3.832, -3.555)  0.02
H (2.422, 3.016, 3.971)  0.11
H (-0.308, 7.315, -1.221)  0.11
H (3.239, 3.205, -3.944)  0.03
H (-0.296, -0.170, -2.249)  0.03
H (4.298, -3.063, 0.821)  0.11
H (1.805, 3.649, -3.744)  0.02
H (-2.376, 7.559, 0.163)  0.11
H (-1.695, -4.357, 2.896)  0.09
H (-4.408, 0.405, -0.089)  0.11
H (2.746, -4.112, 1.974)  0.11
H (0.410, -6.377, -0.338)  0.07
H (-0.111, 0.921, -1.215)  0.02
H (1.883, -2.395, 0.176)  0.10
H (-1.798, 2.540, -4.320)  0.02
H (0.107, -2.414, 2.552)  0.12
H (-0.572, -4.330, -0.949)  0.05
H (-1.913, -5.042, 1.262)  0.09
H (-0.600, -5.502, -3.149)  0.11
H (2.521, -2.838, 3.120)  0.12
H (-2.046, -3.368, 1.514)  0.09
H (0.813, -4.576, -3.462)  0.10
H (-0.213, 1.445, 3.686)  0.12
H (3.055, -2.510, -3.627)  0.09
H (1.457, 0.930, 2.255)  0.08
H (0.145, 6.824, 0.434)  0.11
H (1.762, -6.607, -2.760)  0.12
H (5.072, -1.583, -0.864)  0.13
H (1.265, 3.056, 5.218)  0.11
H (4.591, -1.914, -3.285)  0.09
H (2.043, -5.512, -1.496)  0.12

=====

# 3
ORCA calculation (ωB97M-V/def2-TZVPD) on one molecule with the formula C7H11N in a non-equilibrium geometry.

E_HOMO (eV): -8.2
Structure (SMILES): CC1=CC=C(C)C1N

Each line ends with the Löwdin charge.
Geometry (Å):
N (0.489, 2.029, -0.284)  0.04
C (-2.655, 0.379, 0.088)  -0.07
C (0.208, 0.482, 0.087)  -0.37
C (-1.062, -1.396, -0.215)  -0.09
C (0.454, -1.771, -0.436)  0.00
C (2.463, -0.171, 0.186)  -0.09
C (-1.168, -0.050, -0.177)  -0.25
C (1.032, -0.524, -0.193)  -0.43
H (2.911, -0.766, 1.273)  0.15
H (-2.894, 1.321, -0.381)  0.05
H (1.430, 2.222, -0.175)  -0.04
H (3.299, -0.560, -0.752)  0.13
H (-3.291, -0.676, -0.123)  0.13
H (0.051, 2.131, -1.360)  0.15
H (-1.996, -2.166, 0.121)  0.16
H (2.533, 1.053, 0.013)  0.09
H (-2.955, 0.726, 1.061)  0.04
H (0.946, -2.864, 0.025)  0.17
H (0.205, 0.602, 1.242)  0.21

=====

# 4
ORCA calculation (ωB97M-V/def2-TZVPD) on a 2-piece molecular cluster, C5H13NO overall in a non-equilibrium geometry.

E_HOMO (eV): -8.5
Structure (SMILES): CC(=O)N(C)C.C

Each line ends with the Löwdin charge.
Geometry (Å):
O (-1.656, -1.159, -0.980)  0.03
N (0.355, -0.075, -0.535)  -0.24
C (1.085, -1.275, -0.914)  -0.08
C (0.984, 1.176, -0.923)  -0.08
C (-1.850, 1.088, -0.274)  -0.02
C (0.278, -0.698, 2.192)  -0.02
C (-1.093, -0.233, -0.367)  -0.50
H (0.535, -1.737, 2.379)  0.02
H (-1.486, 1.687, 0.563)  0.08
H (1.206, -0.178, 1.972)  0.02
H (-0.237, -0.197, 3.009)  0.01
H (0.593, -2.173, -0.538)  0.09
H (1.116, -1.349, -2.005)  0.09
H (-2.912, 0.877, -0.128)  0.09
H (0.856, 1.349, -1.996)  0.09
H (-0.701, -0.658, 1.304)  0.11
H (0.561, 2.015, -0.368)  0.08
H (2.097, -1.230, -0.501)  0.08
H (-1.779, 1.635, -1.217)  0.09
H (2.048, 1.136, -0.673)  0.08

=====

# 5
ORCA calculation (ωB97M-V/def2-TZVPD) on one molecule with the formula C3H4N2OS in a non-equilibrium geometry.

E_HOMO (eV): -8.1
Structure (SMILES): Oc1[nH]cnc1S

Each line ends with the Löwdin charge.
Geometry (Å):
S (-1.117, 1.485, -1.533)  0.87
O (-1.269, -1.303, -0.437)  0.06
N (1.059, 1.146, 0.138)  0.07
N (0.772, -1.007, 0.403)  0.14
C (1.552, 0.125, 0.788)  -0.14
C (-0.006, 0.714, -0.469)  -0.71
C (-0.181, -0.586, -0.183)  -0.58
H (2.384, 0.022, 1.639)  0.16
H (-2.080, -0.797, -0.839)  0.14
H (0.707, -1.755, 1.120)  0.20
H (-1.820, 1.957, -0.629)  -0.19

=====

# 6
ORCA calculation (ωB97M-V/def2-TZVPD) on an isolated ion of composition C4H7ClN3 and charge +1 in a non-equilibrium geometry.

E_HOMO (spin up / spin down) (eV): -10.5 / -13.7
Multiplicity: 3
Total charge: +1

Each line ends with the Löwdin charge.
Geometry (Å):
Cl (-0.077, 1.692, 3.138)  0.80
N (1.143, -1.033, -0.404)  0.11
N (-1.859, 0.184, -1.772)  0.14
N (-0.748, 0.189, -0.876)  -0.04
C (0.369, 0.719, 1.853)  -0.59
C (1.950, -0.516, 0.497)  -0.12
C (1.573, 0.174, 1.708)  -0.08
C (-0.100, -0.945, -0.775)  -0.24
H (-0.773, -1.865, -0.908)  0.16
H (-1.654, 0.573, -2.740)  0.20
H (2.303, 0.484, 2.504)  0.14
H (3.017, -0.535, 0.121)  0.14
H (-2.595, 0.786, -1.367)  0.18
H (-0.291, 0.800, 0.958)  0.05
H (-2.260, -0.708, -1.938)  0.13

=====

Respective molar mass values: 211.1, 435.5, 109.2, 103.2, 116.1, 132.6 g/mol.
Respective relative energy (zero: lowest compared OMol25 entry of this formula, charge and spin) values: 0.000, 2.768, 7.370, 2.680, 2.495, 1.623 eV.
Respective electronic energy values: -3034.98395, -1593.08739, -327.81713, -328.22036, -699.58045, -780.60074 Ha.